(1)
Formula: C4H12N3O
Source: the Open Molecules 2025 dataset
Level of theory: ωB97M-V with the def2-TZVPD basis set

The geometry in XYZ format:
```
20
Properties=species:S:1:pos:R:3:forces:R:3
O -3.20985 2.18141 0.09975 0.112 0.261 -0.423
C -3.11736 1.50783 1.08063 -0.206 -0.060 0.431
C -1.93571 0.59989 1.30226 0.095 -0.242 0.725
N -1.00912 0.72357 0.16529 0.358 0.279 -0.378
H -3.86514 1.52696 1.88577 -0.070 -0.064 0.000
H -1.45475 0.83230 2.25618 0.109 0.327 -0.185
H -2.25848 -0.43350 1.44956 -0.052 -0.014 -0.403
H -0.01403 0.72795 0.41018 -0.176 -0.170 0.242
H -1.09090 -0.08996 -0.50229 0.375 -0.130 -0.128
H -1.17621 1.60217 -0.34703 -0.436 -0.150 0.121
C 3.20030 -0.30935 -0.56609 0.616 0.022 -0.654
N 1.79308 -0.38702 -0.91476 -0.064 0.042 0.701
C 1.05669 -1.51139 -0.76379 -0.080 0.060 -0.165
N -0.18674 -1.53954 -1.08273 -0.005 0.008 -0.090
H 3.48147 0.52939 0.06477 -0.445 0.052 0.295
H 3.51078 -1.23256 -0.08656 -0.014 -0.029 0.066
H 3.79252 -0.17867 -1.47405 0.025 -0.214 -0.010
H 1.44150 0.27347 -1.58077 -0.078 0.211 -0.257
H 1.61028 -2.34667 -0.33509 -0.050 -0.126 -0.087
H -0.56833 -2.47629 -1.06126 -0.015 -0.063 0.198
```
Forces are in eV/Å.

Output
total charge: +1
LUMO level: -3.013 eV
M: 118.2 g/mol
orbital gap: 10.254 eV
HOMO energy: -13.27 eV

***

(2)
Formula: C3H5IN2O
Source: the Open Molecules 2025 dataset
Level of theory: ωB97M-V with the def2-TZVPD basis set

The geometry in XYZ format:
```
12
Properties=species:S:1:pos:R:3:forces:R:3
C 1.76241 0.07854 -0.30044 -0.035 -0.528 1.137
C -1.38812 1.20909 1.05049 1.309 -0.829 -0.314
C -1.69101 -1.23289 0.51151 -0.561 -2.411 2.483
N 1.81835 0.60354 -1.47108 4.988 1.420 -0.808
N -1.26148 0.01572 1.03648 -0.877 0.723 -0.218
O -1.21729 2.37036 1.10580 -0.685 0.007 0.097
I 3.64580 0.01378 0.76896 -0.299 0.032 -0.595
H -2.64874 -1.66679 1.07408 2.135 0.987 -1.109
H -1.83949 -1.35790 -0.52139 -0.678 1.013 -1.602
H -0.84620 -1.96308 0.60580 -0.684 0.534 0.705
H 2.68219 1.07092 -1.99831 -1.964 -1.321 1.579
H 0.98357 0.85873 -1.86190 -2.647 0.374 -1.355
```
Forces are in eV/Å.

Output
total charge: 0
LUMO level: 0.410 eV
M: 212.0 g/mol
orbital gap: 8.943 eV
HOMO energy: -8.53 eV

***

(3)
Formula: CH2I2O
Source: the Open Molecules 2025 dataset
Level of theory: ωB97M-V with the def2-TZVPD basis set

The geometry in XYZ format:
```
6
Properties=species:S:1:pos:R:3:forces:R:3
C -0.46822 1.14259 -0.30370 -0.849 4.715 1.602
O 0.96955 0.23364 0.70754 2.103 -1.135 1.272
I 0.45947 2.82446 -1.15660 -0.218 -0.620 0.109
I -1.82350 1.49321 1.24842 0.080 -0.028 -0.199
H -0.78600 0.41407 -0.89548 -1.232 -2.784 -2.845
H 1.22892 -0.43622 0.04719 0.116 -0.148 0.061
```
Forces are in eV/Å.

Output
spin multiplicity: 3
total charge: 0
LUMO level (alpha / beta): -0.037 / -2.996 eV
M: 283.8 g/mol
orbital gap (alpha / beta): 7.032 / 6.385 eV
HOMO energy (alpha / beta): -7.07 / -9.38 eV

***

(4)
Formula: C30H35N7O5PdS2
Source: the Open Molecules 2025 dataset
Level of theory: ωB97M-V with the def2-TZVPD basis set

The geometry in XYZ format:
```
80
Properties=species:S:1:pos:R:3:forces:R:3
Pd -0.05203 0.20129 -0.21106 0.225 0.565 -0.027
C -1.78053 -5.45914 -3.70069 -0.001 -0.003 0.002
C -1.96049 -4.44129 -2.60355 -0.007 0.000 0.007
C -1.11021 -3.34578 -2.49404 -0.028 0.010 0.000
C -1.29286 -2.38246 -1.51027 0.080 -0.026 -0.194
C -2.32026 -2.51833 -0.58968 -0.036 -0.055 0.050
C -3.18872 -3.59639 -0.70107 0.028 -0.020 0.037
C -3.00971 -4.54835 -1.69624 0.003 -0.002 0.000
S -2.50438 -1.39265 0.82011 -0.108 0.013 0.118
O -1.48793 -1.88598 1.74154 -0.085 -0.045 0.068
O -3.87999 -1.62849 1.25051 -0.031 0.047 -0.071
N -2.19576 0.07565 0.41971 0.371 -0.528 -0.325
C -3.20783 0.79486 -0.35466 -0.062 0.093 0.080
C -3.19349 0.75792 -1.91170 0.115 0.222 0.032
O -4.10223 1.44677 -2.43004 -0.037 -0.071 -0.011
O -2.29358 0.11186 -2.49932 -0.113 -0.133 -0.017
H -0.83262 -5.30940 -4.21986 0.001 -0.002 0.002
H -2.57948 -5.38523 -4.44345 0.001 0.002 -0.001
H -1.79350 -6.47902 -3.30740 -0.003 0.000 -0.001
H -0.30841 -3.21902 -3.21585 0.000 -0.002 -0.002
H -0.65247 -1.49486 -1.49697 -0.124 -0.107 0.092
H -4.00405 -3.67307 0.00632 -0.001 -0.001 -0.002
H -3.70013 -5.38428 -1.77076 0.001 -0.002 -0.002
H -3.10591 1.85306 -0.10031 -0.002 -0.006 -0.018
H -4.21431 0.49872 -0.04471 -0.001 -0.012 0.015
N 1.21660 -2.60574 0.66063 -0.249 0.087 -0.125
C 1.12565 -2.66663 2.03844 0.019 0.046 -0.218
C 0.72563 -3.85147 2.68101 -0.017 -0.064 0.020
C 0.66406 -3.87993 4.05116 -0.023 -0.076 -0.036
C 1.00330 -2.73906 4.77495 0.006 0.047 0.054
C 1.40420 -1.63310 4.05339 0.040 0.044 -0.026
N 1.49191 -1.58738 2.72605 0.103 0.076 0.058
H 0.66353 -3.33532 0.22646 -0.026 -0.017 0.022
H 0.85033 -1.69729 0.27103 0.215 -0.159 0.464
H 0.42165 -4.70292 2.08616 -0.016 -0.009 -0.004
H 0.32778 -4.77577 4.56031 -0.002 -0.010 0.000
H 0.94102 -2.70552 5.85445 0.003 0.002 -0.002
H 1.67949 -0.71727 4.57286 -0.002 -0.008 -0.010
S 3.64418 3.49336 -3.70161 -0.074 -0.082 -0.080
C 2.22918 2.94010 -2.76993 0.064 0.015 0.076
C 1.97551 3.46424 -1.50910 0.004 -0.012 0.005
C 0.80960 3.07817 -0.85975 0.065 -0.039 -0.169
N -0.08333 2.23298 -1.38316 0.009 0.164 0.034
C 0.18018 1.71369 -2.59696 -0.008 0.055 -0.001
C 1.32021 2.04412 -3.31913 -0.022 -0.001 0.030
C 4.65160 2.03688 -3.77010 -0.031 0.057 0.048
C 5.29773 1.70300 -4.95513 0.053 0.074 0.000
C 6.14660 0.60758 -4.96799 -0.008 0.029 -0.025
N 6.37742 -0.16659 -3.91188 -0.013 -0.019 0.059
C 5.72884 0.15191 -2.78750 0.037 0.007 -0.077
C 4.86995 1.23103 -2.65939 -0.022 -0.059 -0.029
H 2.66468 4.16179 -1.04980 0.003 -0.003 0.012
H 0.56834 3.47103 0.12280 -0.002 0.021 0.000
H -0.60155 1.05849 -2.97815 0.027 -0.009 -0.007
H 1.48086 1.62745 -4.30583 -0.011 -0.001 0.002
H 5.13418 2.28576 -5.85258 0.001 -0.010 -0.002
H 6.66008 0.33270 -5.88477 0.000 0.007 0.002
H 5.90078 -0.49453 -1.93533 0.003 -0.009 0.020
H 4.35480 1.42250 -1.72840 -0.015 0.019 0.012
C 3.09906 -1.91024 -1.89220 -0.093 -0.083 0.016
N 3.75083 -1.43034 -0.69204 0.055 0.070 -0.095
C 4.56635 -2.39249 0.01200 -0.001 -0.061 0.036
C 5.47766 -1.68672 0.99632 -0.006 0.012 -0.005
C 4.63169 -0.80093 1.88677 0.043 0.035 -0.037
N 3.83323 0.10374 1.08285 -0.047 0.019 0.028
C 3.18576 1.18526 1.80520 0.041 0.047 -0.152
C 3.28087 -0.27759 -0.11581 -0.031 -0.029 -0.008
O 2.47363 0.43878 -0.70452 -0.144 -0.034 0.092
H 3.83410 -2.05298 -2.69094 0.003 -0.015 -0.004
H 2.35525 -1.18247 -2.20679 0.011 -0.004 -0.007
H 2.59485 -2.86133 -1.68851 0.023 0.052 -0.007
H 5.15511 -2.93908 -0.73197 -0.004 0.005 0.002
H 3.92502 -3.11930 0.52963 -0.007 0.015 -0.010
H 6.20830 -1.08032 0.45306 0.004 0.010 0.013
H 6.02238 -2.41600 1.59931 -0.011 -0.009 -0.006
H 5.26199 -0.19801 2.54760 0.011 0.016 -0.039
H 3.98082 -1.41269 2.51706 -0.073 -0.035 0.076
H 3.88298 2.01698 1.95936 -0.018 -0.026 0.001
H 2.83303 0.82053 2.76536 -0.073 -0.087 0.177
H 2.32114 1.52667 1.24057 0.023 0.001 -0.012
```
Forces are in eV/Å.

Output
total charge: -2
LUMO level: 3.901 eV
M: 744.2 g/mol
orbital gap: 4.175 eV
HOMO energy: -0.27 eV